1.
Entry from the Open Molecules 2025 dataset: the molecule C2H2N2O3 at a distorted geometry (ωB97M-V with the def2-TZVPD basis set).

```
9
Properties=species:S:1:pos:R:3:forces:R:3:mulliken_charge:R:1
O -0.4584 -0.0938 1.0895 0.76 -1.39 -0.53 -0.225
O -2.4725 -0.8632 0.4363 -0.92 -0.51 0.43 -0.441
O 1.0655 1.3358 0.3738 1.19 0.64 0.30 -0.393
N 0.8640 -0.0391 0.4201 -2.49 0.62 0.35 0.060
N -0.7569 -0.7322 -1.0840 2.26 -0.06 -0.71 -0.379
C 0.4553 -0.3530 -0.9162 -0.78 -0.12 -0.63 0.058
C -1.3496 -0.6557 0.1643 0.18 1.29 1.07 0.593
H 1.4821 1.5593 1.2294 -0.11 -0.23 -0.51 0.362
H 1.1705 -0.1581 -1.7133 -0.07 -0.25 0.22 0.365
```
Forces are in eV/Å.

Computed properties:
**SMILES**: O=c1ncn(O)o1
**Molecular weight**: 102.049 g mol⁻¹
**Energy above the lowest of the compared OMol25 structures with the same formula, charge and spin**: 3.058 eV
**Multiplicity**: 1

=====

2.
Entry from the Open Molecules 2025 dataset: a structure of composition C3H13N2 at a distorted geometry (ωB97M-V with the def2-TZVPD basis set).

```
18
Properties=species:S:1:pos:R:3:forces:R:3:mulliken_charge:R:1
N -0.9683 -0.5096 0.9825 -0.33 -0.35 0.20 -1.065
N 0.0855 0.8783 -1.0266 0.18 0.40 0.08 -1.511
C 1.5488 0.9384 -0.7174 0.12 0.21 -1.46 -0.794
C -2.3881 -0.8410 0.8049 -1.37 0.73 -1.78 -1.884
C 1.9599 -0.4072 -0.1239 -0.10 0.48 1.27 -1.227
H -0.9218 -0.1020 1.9070 0.62 0.39 0.52 0.737
H -0.2519 1.8194 -1.2751 -0.10 -0.26 0.22 0.478
H -0.0169 0.3113 -1.8833 -0.28 -0.10 0.29 0.689
H -0.5379 0.3260 0.0410 0.13 -0.56 -0.27 0.609
H 1.6263 -0.3336 0.9465 0.42 -0.43 -0.75 0.220
H -2.9080 0.1337 0.9244 -0.03 -0.63 -0.04 0.662
H 3.0574 -0.4986 -0.0967 -0.44 -0.28 -0.22 0.455
H -2.4986 -1.1199 -0.2802 -0.20 -0.01 1.08 0.458
H -2.8815 -1.5939 1.4592 0.94 0.41 -0.28 0.422
H 1.6867 1.7398 0.0018 0.10 0.02 0.12 0.464
H 1.4315 -1.2784 -0.5615 0.64 0.54 -0.03 0.446
H 2.1058 1.2566 -1.6586 -0.56 -0.65 1.15 0.366
H -0.4352 -1.3830 1.0025 0.25 0.08 -0.10 0.475
```
Forces are in eV/Å.

Computed properties:
**Molecular weight**: 77.151 g mol⁻¹
**Energy above the lowest of the compared OMol25 structures with the same formula, charge and spin**: 0.962 eV
**Multiplicity**: 2

=====

3.
Entry from the Open Molecules 2025 dataset: the molecule C5H7N3 at a distorted geometry (ωB97M-V with the def2-TZVPD basis set).

```
15
Properties=species:S:1:pos:R:3:forces:R:3:mulliken_charge:R:1
N 0.4647 1.4249 0.0920 0.11 -0.69 0.06 -0.715
N 0.1189 1.1971 1.3351 -0.39 1.14 4.96 0.034
N -0.3980 -1.7378 -1.2207 -1.06 -1.34 -1.60 -0.653
C 0.7802 0.5568 -1.9914 0.37 -0.02 -5.62 -0.908
C -0.6177 -1.0466 1.1348 -0.47 -2.08 -1.60 -0.550
C 0.2400 0.4309 -0.6885 0.14 -0.18 0.61 0.784
C -0.3209 -0.8666 -0.3219 -0.14 -0.41 2.57 0.402
C -0.4242 0.0033 1.8740 0.98 3.57 1.89 -0.343
H -0.6534 0.0761 2.9713 0.49 -0.13 -1.24 0.357
H 1.2510 1.5329 -2.0905 0.58 -0.15 0.31 0.404
H -0.0616 0.7365 -2.8823 1.93 -1.38 2.18 0.201
H 1.5526 -0.3305 -2.2515 -2.09 2.08 0.35 0.231
H -0.9446 -2.5669 -0.9544 0.67 0.24 0.25 0.226
H -0.8867 -2.0008 1.6574 0.00 0.88 -1.11 0.255
H 0.4991 1.8971 2.0632 -1.12 -1.53 -2.00 0.273
```
Forces are in eV/Å.

Computed properties:
**SMILES**: [H]/N=c1\cc[nH]nc1C
**Molecular weight**: 109.132 g mol⁻¹
**Energy above the lowest of the compared OMol25 structures with the same formula, charge and spin**: 2.982 eV
**Multiplicity**: 1

=====

4.
Entry from the Open Molecules 2025 dataset: a structure of composition C27H38NO4P2Re at a distorted geometry (ωB97M-V with the def2-TZVPD basis set).

```
73
Properties=species:S:1:pos:R:3:forces:R:3:mulliken_charge:R:1
Re 0.5178 -0.5698 -0.5258 -2.21 -3.18 0.83 1.524
P -1.3531 0.2282 -1.8258 0.93 0.31 -0.79 0.652
P 0.4372 -0.7723 1.7971 0.73 -0.26 1.05 0.430
O 1.4974 -4.4140 -1.4346 -0.16 -1.31 0.32 -0.666
O 0.2516 -2.6525 -0.6968 1.32 -1.11 -0.97 -0.801
O 2.5299 -2.3699 -3.4198 -0.56 -0.91 1.33 -0.659
O 2.0176 -1.0031 -1.7016 1.45 -2.45 -2.06 -0.796
N 0.9761 1.2972 -0.2425 -0.27 0.37 1.63 0.337
C -0.0440 2.0608 -3.6471 2.18 1.35 -1.69 -0.690
C 1.1932 -3.2596 -1.4107 -0.17 1.95 -0.53 0.628
C 2.0218 -2.2414 -2.3221 -0.24 2.96 0.26 0.472
C -1.7850 -0.4167 3.7575 -1.58 2.19 -0.88 -1.324
C 3.2631 -1.2998 2.1499 1.16 1.47 -0.71 -0.048
C 1.3213 2.7661 3.6972 0.19 0.50 0.28 -0.872
C -1.0206 -1.3867 2.8792 0.63 -0.04 -0.37 0.195
C -1.9432 -2.2683 1.9822 0.12 -0.25 1.10 -1.146
C 1.9864 3.3271 -3.1269 0.29 0.49 -0.54 -0.632
C -3.3362 0.8961 0.0879 -0.98 -0.23 -0.42 -0.980
C 4.4964 -2.1807 2.5445 -0.85 2.15 -1.17 -1.636
C -2.6558 -0.1370 -4.4984 -0.48 2.04 0.88 -1.366
C 1.0377 1.8096 1.0080 -0.70 0.58 1.38 1.001
C 0.8387 0.9721 2.1563 0.92 -0.91 -0.31 -0.551
C 1.2953 3.6380 2.5772 -0.46 -0.22 0.76 -0.759
C 1.1420 1.4045 3.4487 -0.75 0.89 -0.11 -0.148
C 1.1017 3.1789 1.2939 0.54 0.29 -0.64 -1.019
C -2.6670 2.7250 -1.4994 -0.80 -0.33 0.69 -1.504
C 1.8029 2.9717 -1.7959 0.10 -0.04 0.39 -0.324
C -2.8758 1.1871 -1.3255 0.29 1.52 -0.47 0.418
C -1.8226 -0.7732 -3.3821 1.71 -0.65 -0.57 0.291
C 1.1113 2.7996 -4.0785 -0.44 0.43 -0.12 -0.963
C -2.3149 -2.1992 -2.9612 -0.17 0.98 0.36 -1.304
C 0.8985 1.9455 -1.4209 0.24 2.31 -2.15 0.265
C -0.1018 1.5662 -2.3914 -0.46 -1.03 1.98 -0.333
C 1.7679 -3.2929 2.4932 0.91 -0.20 -1.26 -1.334
C 1.9550 -1.7818 2.7231 -2.15 -0.12 -0.34 0.243
H -2.5139 0.6800 0.7228 0.84 -0.44 0.70 -0.134
H 1.3015 3.0430 -5.1399 -0.51 -0.16 0.64 0.347
H -2.7096 3.0615 -2.5405 0.31 -0.17 0.13 0.264
H -2.6756 -2.8275 2.6425 0.82 0.40 -0.69 0.423
H -3.7091 0.9741 -1.9736 -0.23 -0.49 -0.58 0.651
H 1.0527 3.8742 0.4469 0.06 -0.14 0.57 0.447
H 3.4459 -0.2075 2.3871 -0.26 -1.14 0.12 0.268
H -3.8573 1.7573 0.5343 -0.08 -0.31 -0.25 0.410
H -0.4885 -2.0193 3.5591 0.30 -0.83 0.38 0.680
H -3.3783 -2.1008 -2.5661 1.25 -0.44 -0.37 0.286
H 2.6174 -3.8544 2.9184 -0.32 0.20 0.09 0.438
H -3.7311 -0.2510 -4.3110 0.08 -0.37 -0.32 0.331
H 5.4337 -1.6025 2.4087 -0.51 -0.55 0.30 0.391
H -0.8289 -0.9440 -3.9182 -0.74 0.26 1.22 0.324
H 2.8275 4.0616 -3.4051 -1.45 -1.33 0.36 0.242
H -2.3579 -0.4461 -5.5118 -0.27 -0.11 0.43 0.327
H 0.8651 -3.7526 2.8845 -0.25 0.28 0.05 0.341
H 1.3468 4.7130 2.6707 0.09 0.11 0.42 0.370
H 1.8306 -3.5074 1.3983 -0.30 0.09 0.66 0.167
H -0.8373 1.9459 -4.3517 -0.22 -0.47 -0.38 0.315
H -2.1561 -0.8244 4.7017 0.40 -0.20 0.00 0.388
H 1.3885 3.1363 4.7572 0.17 -0.29 -1.33 0.276
H -1.3716 0.6317 3.9489 -0.05 -1.61 -0.24 0.239
H -2.5327 0.9908 -4.4327 -0.05 -1.22 -0.38 0.260
H -1.6133 -2.6445 -2.2038 -0.87 0.39 -0.62 0.130
H -2.7258 -0.1993 3.1884 0.47 0.09 0.45 0.308
H -1.7287 3.0564 -1.0203 -0.56 0.08 -0.17 0.228
H 1.8025 -1.6373 3.8165 0.42 0.48 -0.51 0.430
H -1.3024 -2.9664 1.4083 -0.61 0.24 0.16 0.255
H 1.0983 0.6992 4.2806 -0.01 0.14 -0.23 0.434
H 2.4077 3.4894 -1.0463 0.01 -0.64 -0.16 0.409
H -2.5406 -1.6580 1.2960 0.31 -0.03 0.00 0.035
H 3.2334 -1.2785 1.0254 -0.36 -0.17 0.84 0.009
H -2.2902 -2.7995 -3.8804 -0.29 -0.13 0.34 0.453
H 4.4425 -2.9935 1.8684 0.51 -1.07 -0.50 0.413
H -3.5734 3.1358 -0.9876 0.91 0.27 -0.34 0.539
H -4.0196 0.0320 0.0148 0.28 0.24 0.59 0.316
H 4.3069 -2.5228 3.5204 0.46 -0.46 1.48 0.389
```
Forces are in eV/Å.

Computed properties:
**Molecular weight**: 688.759 g mol⁻¹
**DFT total energy**: -59003.53866 eV
**Net charge**: -1
**Multiplicity**: 4

=====

- What is the multiplicity in the third record?
  1